(1)
Here is a cluster of 2 separate species, C3H8N2 in total from the OMol25 dataset. Energies are from ωB97M-V/def2-TZVPD.

Total energy = -6214.530 eV
Maximum force = 3.235 eV/Å
HOMO-LUMO gap (spin up / spin down) = 8.903 / 8.908 eV
Net charge = 0
Energy relative to the best compared isomer or geometry (same formula, charge and spin) = 706.0 kJ/mol
M = 72.111 g/mol

Atoms and positions in Å:
C  0.00384  0.05320  -0.95365
C  -0.25062  -0.36939  1.58179
C  -0.61830  0.52573  0.38387
N  0.94209  0.75892  -1.70593
N  1.31138  -0.55558  -0.99467
H  -1.60887  -0.73733  -1.89214
H  -1.15525  -0.20301  2.31611
H  0.80539  -0.15197  2.00096
H  -0.25086  -1.49330  1.46385
H  -0.19914  1.60376  0.26876
H  -1.68815  0.36332  0.30575
H  0.97265  0.57944  -2.71331
H  1.73583  -0.37378  -0.06139

Forces on atoms 1 to 3 (eV/Å):
C -1.79 -2.34 -0.77
C 0.11 0.11 1.89
C 1.25 -0.14 -2.12

=====

(2)
Here is the ion C6H13O2S with charge +1 from the OMol25 dataset. Energies are from ωB97M-V/def2-TZVPD.

Total energy = -21353.085 eV
Maximum force = 4.546 eV/Å
HOMO-LUMO gap = 10.872 eV
Net charge = +1
Energy relative to the best compared isomer or geometry (same formula, charge and spin) = 189.2 kJ/mol
M = 149.235 g/mol

Atoms and positions in Å:
C  3.38767  -0.22509  -0.72380
C  2.65812  -0.62810  0.31533
C  -2.46412  0.24611  -1.40118
C  -2.04806  0.83318  1.42313
C  0.09348  -0.40636  -0.36741
C  1.32218  0.09732  0.58681
O  -0.73413  2.07744  -0.47660
O  0.81903  -0.09030  1.92432
S  -1.22802  0.79521  -0.14121
H  4.25436  -0.84050  -0.92370
H  2.93617  0.45416  -1.41626
H  2.78509  -1.42225  1.07637
H  -2.04250  -0.64245  -1.98771
H  -2.50227  1.11093  -1.98631
H  -3.39572  0.13120  -0.82767
H  -1.18607  0.73659  2.14671
H  -2.43138  -0.19955  1.54926
H  -2.60100  1.74925  1.56697
H  0.29528  -0.27908  -1.46125
H  -0.17238  -1.33532  -0.04541
H  1.45825  1.14005  0.54443
H  1.63096  0.07612  2.44601

Forces on atoms 1 to 3 (eV/Å):
C -0.38 -2.16 1.18
C -1.93 0.72 0.46
C 1.12 -1.57 1.57

=====

(3)
Here is an isolated molecule of C3H5IO2 from the OMol25 dataset. Energies are from ωB97M-V/def2-TZVPD.

Total energy = -15383.807 eV
Maximum force = 0.782 eV/Å
HOMO-LUMO gap = 8.678 eV
Net charge = 0
Energy relative to the best compared isomer or geometry (same formula, charge and spin) = 332.7 kJ/mol
M = 199.975 g/mol

Atoms and positions in Å:
C  -0.54646  1.33872  -0.03892
C  0.44817  0.44238  0.54467
C  0.96007  -0.54981  -0.18044
O  1.82466  -1.45738  0.32164
O  -2.21236  -1.45970  -0.26963
I  -2.55969  0.30796  0.03588
H  -0.69703  2.25738  0.51416
H  -0.38522  1.52783  -1.09430
H  0.69090  0.53453  1.59028
H  0.66900  -0.67468  -1.21916
H  1.80798  -2.26725  -0.20418

Forces on atoms 1 to 3 (eV/Å):
C -0.07 -0.40 -0.14
C 0.13 -0.04 -0.02
C -0.29 -0.23 -0.10

=====

(4)
Here is a structure of composition C21H18NO7PSc from the OMol25 dataset. Energies are from ωB97M-V/def2-TZVPD.

Total energy = -67875.699 eV
Maximum force = 2.475 eV/Å
HOMO-LUMO gap = 8.756 eV
Net charge = +1
Energy relative to the best compared isomer or geometry (same formula, charge and spin) = 228.6 kJ/mol
M = 472.305 g/mol

Atoms and positions in Å:
Sc  0.43270  -0.09470  -0.03380
O  0.76990  -1.29280  1.50740
C  -0.48710  -1.17310  1.64500
O  -0.97420  -0.02150  1.41500
C  -1.35380  -2.36610  1.52900
P  -1.39720  -2.26400  -0.38270
C  -2.50240  -3.62890  -0.84860
C  -2.06850  -4.79320  -1.47270
C  -3.00090  -5.71020  -1.92720
C  -4.35660  -5.46110  -1.78550
C  -4.79090  -4.29580  -1.17210
C  -3.86830  -3.37710  -0.71060
C  0.29720  -2.86780  -0.80980
C  0.97400  -3.93050  -0.21080
C  2.26140  -4.24350  -0.61700
C  2.88140  -3.52300  -1.62790
C  2.20960  -2.48520  -2.25910
C  0.92630  -2.14690  -1.84790
H  -2.35950  -2.22390  1.92470
H  -0.88610  -3.27670  1.89620
H  -1.01440  -4.98350  -1.60800
H  -2.66720  -6.61660  -2.40710
H  -5.07840  -6.17190  -2.15910
H  -5.84700  -4.09740  -1.07070
H  -4.19670  -2.45670  -0.24480
H  0.50240  -4.51660  0.56460
H  2.78450  -5.05840  -0.14130
H  3.88120  -3.78290  -1.93940
H  2.67590  -1.94910  -3.07350
H  0.34470  -1.40080  -2.41700
O  -0.97250  1.28700  -1.04030
H  -1.74050  1.64620  -0.56060
H  -0.84640  1.86890  -1.80960
O  4.06470  0.64330  -0.93420
C  3.02420  1.05430  -0.49310
O  1.84870  0.61010  -0.88040
C  2.95790  2.17380  0.52590
C  1.78410  2.46710  1.22710
C  1.72930  3.54500  2.09750
C  2.85050  4.33670  2.28040
C  4.02670  4.01090  1.62080
C  4.09780  2.93880  0.74530
N  5.21410  4.82600  1.84950
O  6.22010  4.49860  1.27220
O  5.09350  5.76480  2.59850
H  0.87440  1.83440  1.11270
H  0.82010  3.77420  2.63350
H  2.83300  5.19450  2.93440
H  5.02290  2.70100  0.23830

Forces on atoms 1 to 3 (eV/Å):
Sc -1.31 -0.21 -2.09
O 0.55 -0.57 0.93
C -0.88 -0.46 1.28

=====

(5)
Here is a cluster of 11 separate species, C6H34NO11 in total from the OMol25 dataset. Energies are from ωB97M-V/def2-TZVPD.

Total energy = -30789.630 eV
Maximum force = 3.791 eV/Å
HOMO-LUMO gap = 9.153 eV
Net charge = -1
Energy relative to the best compared isomer or geometry (same formula, charge and spin) = 0.0 kJ/mol
M = 296.334 g/mol

Atoms and positions in Å:
C  -1.97919  2.31571  -0.67977
C  -1.05712  1.06772  -0.55430
C  0.26751  1.43678  0.09233
C  1.11577  0.20421  0.37144
C  2.49949  0.57448  0.88669
N  -0.77795  0.52707  -1.93194
C  -1.44150  -0.81619  -2.18352
O  -0.98992  -1.73927  -1.35178
H  -2.19322  2.73991  0.28268
H  -2.93649  2.07822  -1.05425
H  -1.53764  3.07514  -1.24235
H  -1.57989  0.34208  0.02686
H  0.84301  2.12820  -0.53345
H  0.03291  1.96007  1.03669
H  1.25078  -0.43051  -0.55390
H  0.56228  -0.49452  1.05547
H  3.05784  -0.32880  1.11928
H  3.11081  1.20870  0.07849
H  2.45450  1.19401  1.76989
H  -1.03479  1.18250  -2.68858
H  -1.18574  -1.12614  -3.21631
H  -2.54980  -0.73502  -2.14999
H  0.51568  -1.26784  3.48935
H  1.15263  0.07663  3.09198
O  0.60916  -0.31717  3.75619
H  2.22023  3.52522  -0.67334
H  2.68467  2.55981  -1.84543
O  3.02024  3.31118  -1.28461
H  -2.06215  -2.90062  -0.97038
H  -3.66398  -2.96606  -0.94110
O  -2.88340  -3.37741  -0.60684
H  -1.17847  -1.54020  0.04849
H  -2.16959  -2.39459  0.86122
O  -1.52818  -1.75830  1.08350
H  0.41292  -2.13454  -1.57862
H  1.10761  -3.00576  -2.68240
O  1.37815  -2.53322  -1.89774
H  3.64368  -0.74469  -1.29301
H  2.68058  -1.46103  -2.12267
O  3.43592  -0.88663  -2.18965
H  -1.55196  3.01017  3.30437
H  -2.11124  1.74420  2.58016
O  -2.10577  2.73799  2.58505
H  -0.30581  -3.35510  3.28624
H  -0.34906  -2.44861  1.97455
O  0.28989  -2.75768  2.71315
H  -1.08591  -0.01088  3.39850
H  -1.89971  -0.47654  2.24452
O  -1.93912  0.08240  3.00846
H  1.14400  0.98319  -2.45843
H  2.59023  0.61935  -2.66329
O  2.01714  1.32237  -2.79789

Forces on atoms 1 to 3 (eV/Å):
C 0.50 -1.46 1.57
C -0.11 2.00 -2.12
C -0.26 -0.34 0.64

=====

Q: Which formula does entry 4 have?
A: C21H18NO7PSc